Entry from OMol25: a 9-piece molecular cluster, C46H115N9O9 overall at a distorted geometry (the ωB97M-V functional and the def2-TZVPD basis).

Atoms and positions in Å:
C  -5.00213  5.63590  3.34311
C  -4.11822  4.82845  2.37177
C  -2.71766  4.56372  2.97365
O  -2.78265  3.34276  3.72809
C  -1.51168  2.85018  4.07315
N  -4.83997  3.56789  2.09983
H  -4.57120  6.63250  3.45999
H  -5.08865  5.16612  4.32142
H  -5.95879  5.72601  2.83109
H  -4.09514  5.41901  1.45484
H  -2.43637  5.34153  3.68884
H  -1.97242  4.36892  2.20230
H  -1.65548  2.06459  4.81570
H  -0.84299  3.59131  4.52640
H  -1.02822  2.42325  3.18450
H  -4.18513  2.93823  1.63663
H  -4.90676  3.13218  3.01759
C  -0.02306  9.43103  3.06505
C  -0.60129  9.12401  1.67354
C  -0.82636  7.65129  1.41617
O  0.40394  6.99612  1.27682
C  0.38338  5.61478  1.55164
N  -1.92821  9.79882  1.59089
H  0.61937  8.60974  3.40192
H  -0.77558  9.45057  3.85299
H  0.56439  10.34362  2.99241
H  0.06047  9.56291  0.92199
H  -1.44099  7.56588  0.50087
H  -1.41740  7.15585  2.19705
H  -0.55328  5.26696  1.09201
H  0.41958  5.20731  2.56318
H  1.12201  5.12392  0.91841
H  -1.83089  10.80733  1.58009
H  -2.25853  9.55161  0.65728
C  -0.44065  -1.01416  4.33001
C  0.69821  -0.43190  5.20339
C  0.75085  -0.84875  6.65413
O  -0.40818  -0.39894  7.35537
C  -0.72241  -1.19145  8.44911
N  2.00000  -0.79297  4.61327
H  -0.39498  -0.55094  3.35283
H  -1.39005  -0.90998  4.85689
H  -0.15452  -2.06140  4.21314
H  0.63807  0.66079  5.21593
H  1.63899  -0.40632  7.11589
H  0.84935  -1.93125  6.80997
H  -0.00953  -1.13565  9.28749
H  -0.84522  -2.25980  8.22503
H  -1.66385  -0.86777  8.90024
H  2.00017  -0.40778  3.67587
H  2.19518  -1.78156  4.53999
C  4.28374  3.25385  -5.52087
C  2.80930  3.62436  -5.43200
C  1.90456  2.58613  -6.09363
O  0.56394  2.92694  -5.71318
C  -0.35265  2.07696  -6.36363
N  2.47299  3.74611  -3.98590
H  4.40812  2.20430  -5.21908
H  4.92790  3.88164  -4.91607
H  4.57685  3.20708  -6.57571
H  2.68466  4.63172  -5.83338
H  2.12556  1.59769  -5.67408
H  1.94756  2.63041  -7.18476
H  -1.37349  2.43441  -6.24466
H  -0.22903  1.06797  -5.95632
H  -0.21289  2.01066  -7.44981
H  1.45568  3.76637  -4.02767
H  2.72956  2.88778  -3.50387
C  -0.16544  -1.65292  0.33555
C  0.63919  -0.35319  0.15447
C  -0.23894  0.82536  0.57030
O  0.34730  2.08691  0.33702
C  0.70195  2.36359  -0.98176
N  1.73946  -0.38830  1.11401
H  -0.68332  -1.80133  -0.61667
H  -0.75842  -1.70457  1.24724
H  0.45355  -2.55260  0.42434
H  0.84818  -0.21737  -0.91017
H  -0.44639  0.81270  1.64200
H  -1.24947  0.66745  0.17072
H  0.07283  1.95570  -1.77204
H  1.77457  2.17021  -1.19147
H  0.83219  3.44837  -1.11882
H  2.19672  0.48356  1.35018
H  2.42995  -1.03907  0.75156
C  3.63616  -1.65984  -4.73141
C  2.67237  -0.96206  -3.79729
C  1.23907  -1.15823  -4.21174
O  0.37129  -0.29893  -3.50248
C  -0.99268  -0.62993  -3.64188
N  2.88044  -1.51509  -2.42216
H  3.41105  -2.72352  -4.80805
H  4.64275  -1.64515  -4.30366
H  3.69709  -1.12602  -5.68175
H  2.88613  0.11037  -3.67257
H  0.97483  -2.20492  -3.97226
H  1.06039  -1.14933  -5.29558
H  -1.32983  -1.06064  -4.58905
H  -1.52884  0.27402  -3.35469
H  -1.32884  -1.38408  -2.91314
H  2.14297  -1.05694  -1.88278
H  3.72130  -1.10093  -2.03507
C  7.13613  -0.36202  -1.15761
C  6.37019  -0.14657  0.15829
C  5.02893  0.57151  0.02933
O  5.15078  1.93601  -0.30263
C  5.15785  2.20527  -1.68653
N  6.10383  -1.48394  0.74084
H  6.42593  -0.39450  -1.98424
H  7.70471  -1.28922  -1.18087
H  7.85402  0.45937  -1.20910
H  7.03091  0.32894  0.89366
H  4.55002  0.54886  1.01095
H  4.41272  0.03083  -0.69320
H  4.94561  3.26230  -1.83163
H  4.51069  1.53312  -2.26138
H  6.14914  2.06438  -2.14304
H  5.49013  -1.46390  1.54908
H  6.96737  -1.89766  1.06721
C  0.83634  -5.33385  0.97482
C  1.14990  -6.82270  1.13609
C  0.43956  -7.63622  0.05468
C  0.94620  -9.04898  -0.14251
C  2.47104  -9.10536  -0.18028
C  3.18889  -8.37804  0.99023
N  2.57818  -7.06997  1.14244
O  3.24778  -6.21565  2.04523
C  3.24487  -9.29380  2.21617
C  4.60018  -8.16770  0.43840
C  0.49933  -7.27568  2.47897
H  -0.14201  -5.08501  0.56320
H  1.50813  -4.94867  0.19379
H  1.03388  -4.77255  1.88522
H  -0.60738  -7.77695  0.36580
H  0.19132  -7.06763  -0.84838
H  0.54403  -9.40497  -1.10082
H  0.54116  -9.83902  0.50000
H  2.73231  -8.65265  -1.14235
H  2.83997  -10.12972  -0.25107
H  3.59224  -10.27421  1.87743
H  3.97652  -8.91099  2.92929
H  2.31061  -9.50810  2.73017
H  4.64215  -7.51625  -0.43841
H  5.24361  -7.67597  1.17462
H  5.06176  -9.09112  0.08260
H  0.62398  -8.35908  2.56588
H  -0.58603  -7.16202  2.48148
H  0.95528  -6.81130  3.35274
H  3.77571  -5.66145  1.45980
C  -4.03866  -0.09450  0.48964
C  -5.25972  0.02052  -0.40421
C  -5.64485  1.50071  -0.52196
C  -6.72806  1.76056  -1.54979
C  -6.28435  1.27687  -2.93105
C  -5.83190  -0.18830  -2.94393
N  -4.96763  -0.47148  -1.77216
O  -4.59399  -1.83135  -1.70742
C  -7.05077  -1.10938  -3.06756
C  -4.87762  -0.31583  -4.14404
C  -6.46041  -0.79009  0.19026
H  -3.22063  0.48467  0.07211
H  -3.79019  -1.14850  0.60478
H  -4.34115  0.29890  1.46306
H  -6.04439  1.81889  0.44172
H  -4.69155  1.99481  -0.73473
H  -6.94273  2.83075  -1.59321
H  -7.63777  1.29763  -1.15539
H  -5.48199  1.95467  -3.21801
H  -7.11612  1.34164  -3.63575
H  -7.31789  -1.07254  -4.13048
H  -6.89023  -2.16219  -2.84078
H  -7.94768  -0.75631  -2.55787
H  -4.09029  0.43085  -4.24879
H  -4.24248  -1.20485  -4.05376
H  -5.48992  -0.39838  -5.04554
H  -6.95108  -1.42621  -0.54985
H  -7.27913  -0.13065  0.48594
H  -6.18337  -1.39886  1.05115
H  -5.34933  -2.29139  -1.30278

## Properties
Spin multiplicity   1
Lowest unoccupied orbital energy   0.50 eV
E_tot   -2991.2967 Eh
Max |F|   0.049 Eh/bohr
Orbital gap   8.606 eV
Structure (SMILES)   CC1(C)CCCC(C)(C)N1O.CC1(C)CCCC(C)(C)N1O.COC[C@H](C)N.COC[C@H](C)N.COC[C@H](C)N.COC[C@H](C)N.COC[C@H](C)N.COC[C@H](C)N.COC[C@H](C)N
HOMO energy   -8.1 eV